No. 1
{"formula": "C6H10O2", "method": "wB97M-V/def2-TZVPD", "elements": ["C", "C", "C", "C", "C", "C", "O", "O", "H", "H", "H", "H", "H", "H", "H", "H", "H", "H"], "positions_angstrom": [[-1.205, 2.912, 0.163], [-0.893, 1.548, -0.384], [0.298, 0.988, -0.488], [0.462, -0.481, -0.833], [0.025, -1.336, 0.365], [0.866, -2.515, 0.767], [0.779, -3.021, 1.861], [1.760, -2.944, -0.137], [-1.377, 3.648, -0.633], [-0.448, 3.327, 0.816], [-2.150, 2.876, 0.708], [-1.788, 1.063, -0.749], [1.231, 1.516, -0.306], [-0.196, -0.678, -1.684], [1.466, -0.714, -1.168], [-0.053, -0.737, 1.246], [-0.982, -1.730, 0.213], [2.204, -3.721, 0.241]], "nbo_charge": [-0.643, -0.182, -0.186, -0.441, -0.514, 0.795, -0.604, -0.686, 0.216, 0.214, 0.215, 0.188, 0.200, 0.213, 0.227, 0.247, 0.243, 0.499], "de_lowest_kcal_mol": 7.7, "smiles": "C/C=C/CCC(=O)O", "max_force_ev_per_a": 1.03, "e_lumo_ev": 0.8}

***

No. 2
{"formula": "C36H34BrCl3N6NbO4PS", "method": "wB97M-V/def2-TZVPD", "elements": ["Nb", "Cl", "C", "C", "C", "Cl", "C", "O", "C", "Cl", "C", "H", "H", "Br", "C", "C", "C", "C", "C", "C", "C", "C", "C", "C", "H", "H", "H", "H", "H", "H", "N", "C", "N", "C", "C", "C", "C", "C", "C", "S", "H", "H", "H", "H", "H", "H", "C", "N", "C", "N", "C", "N", "C", "P", "C", "C", "H", "H", "H", "H", "H", "H", "H", "H", "H", "H", "H", "H", "C", "C", "O", "O", "H", "H", "H", "O", "N", "C", "C", "C", "C", "C", "H", "H", "H", "H", "H"], "positions_angstrom": [[-0.668, -0.098, -0.302], [-0.312, 5.684, 4.995], [-0.346, 4.556, 3.754], [-1.588, 4.084, 3.180], [-1.616, 3.208, 2.149], [-3.072, 2.799, 1.337], [-0.366, 2.653, 1.747], [-0.403, 1.686, 0.888], [0.865, 3.168, 2.236], [2.269, 2.352, 1.822], [0.867, 4.091, 3.263], [-2.535, 4.387, 3.640], [1.822, 4.347, 3.723], [-1.529, 1.852, -2.074], [-3.067, 0.924, -2.808], [-3.896, 1.560, -3.701], [-4.819, 0.799, -4.433], [-4.947, -0.556, -4.104], [-4.196, -1.170, -3.122], [-4.401, -2.495, -2.682], [-3.775, -2.980, -1.563], [-2.789, -2.239, -0.919], [-2.386, -0.983, -1.397], [-3.181, -0.392, -2.462], [-3.789, 2.669, -3.831], [-5.380, 1.241, -5.293], [-5.675, -1.134, -4.664], [-5.107, -3.142, -3.226], [-4.005, -3.987, -1.188], [-2.319, -2.672, -0.026], [2.982, -2.561, 0.629], [2.589, -2.128, 1.861], [1.765, -1.094, 2.046], [1.625, -0.901, 3.390], [0.732, 0.030, 3.957], [0.682, 0.085, 5.331], [1.475, -0.719, 6.147], [2.388, -1.607, 5.600], [2.422, -1.734, 4.234], [3.264, -2.894, 3.285], [2.314, -2.271, -0.101], [3.545, -3.381, 0.446], [0.088, 0.688, 3.340], [-0.008, 0.787, 5.822], [1.403, -0.597, 7.230], [3.105, -2.173, 6.167], [4.448, 2.627, -2.210], [4.401, 1.205, -2.538], [4.037, 0.962, -3.929], [2.864, 1.757, -4.334], [3.017, 3.155, -3.998], [3.260, 3.368, -2.575], [2.078, 3.035, -1.783], [1.647, 1.188, -1.936], [3.401, 0.525, -1.711], [1.612, 1.181, -3.809], [5.346, 3.064, -2.629], [4.567, 2.625, -1.103], [3.837, -0.112, -4.067], [4.862, 1.258, -4.575], [2.121, 3.675, -4.329], [3.845, 3.545, -4.603], [1.212, 3.648, -2.057], [2.295, 3.165, -0.719], [3.424, -0.533, -1.976], [3.674, 0.621, -0.637], [0.696, 1.672, -4.191], [1.569, 0.090, -4.024], [1.184, -3.708, -2.202], [0.572, -2.322, -2.051], [0.118, -1.738, -3.031], [0.471, -1.764, -0.825], [1.437, -3.845, -3.257], [0.419, -4.431, -1.903], [2.032, -3.893, -1.540], [-1.131, -1.184, 1.182], [-1.978, -1.931, 2.148], [-1.620, -3.033, 2.792], [-2.626, -3.705, 3.506], [-3.890, -3.181, 3.569], [-4.095, -1.905, 3.062], [-3.127, -1.275, 2.319], [-0.647, -3.443, 2.643], [-2.383, -4.671, 3.975], [-4.701, -3.683, 4.081], [-5.101, -1.482, 3.050], [-3.176, -0.265, 1.890]], "mulliken_spin": [0.947, 0.000, 0.004, -0.002, 0.002, 0.002, -0.012, -0.036, 0.007, 0.001, -0.003, 0.000, 0.000, 0.007, -0.035, 0.024, -0.022, 0.026, -0.031, 0.074, -0.043, 0.117, -0.100, -0.021, 0.001, 0.000, 0.001, 0.003, -0.001, 0.026, -0.001, 0.002, 0.004, 0.002, -0.005, 0.000, 0.000, 0.000, -0.001, 0.000, 0.003, 0.000, 0.001, 0.000, 0.000, 0.000, 0.000, -0.001, 0.000, 0.001, 0.000, -0.001, -0.002, 0.000, -0.004, 0.001, 0.000, 0.000, 0.000, 0.000, 0.000, 0.000, -0.001, 0.001, 0.001, 0.000, 0.000, 0.001, -0.003, -0.002, -0.002, -0.042, 0.000, 0.000, 0.000, 0.066, 0.034, -0.001, 0.002, -0.001, 0.004, 0.002, -0.001, 0.000, 0.000, 0.000, 0.003], "spin_multiplicity": 2, "de_lowest_kcal_mol": 0.0, "charge": 1, "max_force_ev_per_a": 4.70, "e_lumo_ev": [-3.9, -3.8]}

***

No. 3
{"formula": "C2H4NO2", "method": "wB97M-V/def2-TZVPD", "elements": ["C", "C", "N", "O", "O", "H", "H", "H", "H"], "positions_angstrom": [[-0.865, -0.685, -0.552], [-0.512, -0.117, 0.796], [-1.769, -1.665, -0.304], [0.632, 0.381, 0.832], [-2.212, -0.389, -0.737], [-0.241, -0.732, -1.489], [-1.233, -0.254, 1.627], [-1.967, -1.828, 0.784], [1.179, 0.270, 1.666]], "nbo_charge": [0.070, 0.484, -0.197, -0.523, -0.253, 0.271, 0.228, 0.354, 0.565], "de_lowest_kcal_mol": 108.3, "charge": 1, "max_force_ev_per_a": 4.58, "e_lumo_ev": -7.0}

***

No. 4
{"formula": "C5H6FNO", "method": "wB97M-V/def2-TZVPD", "elements": ["C", "C", "C", "C", "C", "H", "H", "H", "H", "H", "H", "N", "O", "F"], "positions_angstrom": [[-0.721, 0.905, -0.290], [-0.605, -0.191, 0.804], [-0.540, -1.179, -0.329], [0.259, -0.005, -1.004], [1.443, 0.136, -0.030], [-1.724, 1.058, -0.714], [-1.276, -0.163, 1.634], [0.051, -2.096, -0.182], [-1.522, -1.485, -0.805], [0.402, 0.077, -2.063], [1.034, 0.468, 2.034], [0.812, -0.068, 1.176], [2.611, 0.385, -0.259], [-0.225, 2.158, 0.028]], "nbo_charge": [0.200, -0.092, -0.396, -0.350, 0.686, 0.183, 0.215, 0.231, 0.226, 0.235, 0.417, -0.636, -0.560, -0.358], "de_lowest_kcal_mol": 42.4, "max_force_ev_per_a": 1.87, "e_lumo_ev": 0.8}